[1]
DFT (ωB97M-V/def2-TZVPD) results for a molecular structure, C8H13P at a distorted geometry.

Atoms and positions in Å:
C (1.014, -1.203, -0.959)
C (2.377, 1.331, -0.778)
C (-0.125, -1.126, 0.119)
C (1.941, 1.857, 0.631)
C (2.078, -0.164, -0.389)
C (0.226, -0.030, 1.056)
C (1.408, 0.438, 0.793)
C (-4.251, -0.582, 0.337)
P (-3.605, 1.011, -0.321)
H (1.429, -2.158, -1.075)
H (0.542, -1.078, -1.870)
H (1.927, 1.574, -1.686)
H (3.390, 1.545, -1.026)
H (-1.065, -0.974, -0.277)
H (-0.232, -2.204, 0.656)
H (2.690, 2.104, 1.242)
H (1.271, 2.712, 0.462)
H (2.936, -0.622, -0.068)
H (-0.625, 0.357, 1.692)
H (-5.377, -0.395, 0.656)
H (-3.655, -1.044, 1.139)
H (-4.292, -1.348, -0.336)

## Properties
Multiplicity: 1
Energy above the lowest of the compared OMol25 structures with the same formula, charge and spin: 3.976 eV
Strongest force on any atom: 4.92 eV/Å
LUMO level (spin up / spin down): -0.0358 / -0.0370 hartree

Population analysis type natural (NBO), resulting atomic charges in e: -0.405 -0.381 -0.409 -0.418 -0.248 -0.199 0.021 -1.045 0.331 0.208 0.208 0.210 0.200 0.199 0.186 0.203 0.213 0.199 0.210 0.243 0.243 0.232



[2]
DFT (ωB97M-V/def2-TZVPD) results for a single C8H13P molecule at a distorted geometry.

Atoms and positions in Å:
C (0.943, 0.045, -0.113)
C (0.018, -0.849, -0.024)
C (-0.644, 1.861, -1.122)
C (-1.508, -0.786, -0.345)
C (2.299, 0.462, 0.225)
C (0.439, -2.115, 0.761)
C (0.063, 2.886, -1.905)
C (-2.432, -0.957, 0.880)
P (-1.910, 0.857, -1.303)
H (-1.651, -1.628, -0.945)
H (2.857, 0.689, -0.642)
H (2.895, -0.349, 0.542)
H (2.100, 1.257, 1.027)
H (-0.456, -2.729, 0.888)
H (0.786, -1.751, 1.678)
H (1.148, -2.733, 0.288)
H (-0.279, 3.053, -2.933)
H (1.170, 2.841, -1.937)
H (-0.113, 3.860, -1.359)
H (-1.740, -1.015, 1.683)
H (-3.087, -1.862, 0.858)
H (-3.116, -0.081, 0.987)

## Properties
Multiplicity: 3
Energy above the lowest of the compared OMol25 structures with the same formula, charge and spin: 1.251 eV
Strongest force on any atom: 2.61 eV/Å
LUMO level (spin up / spin down): 0.0213 / -0.0312 hartree

Population analysis type natural (NBO), resulting atomic charges in e: 0.180 -0.142 -0.326 -0.471 -0.729 -0.636 -0.745 -0.621 0.607 0.223 0.234 0.219 0.241 0.204 0.210 0.213 0.226 0.236 0.230 0.216 0.214 0.216



[3]
DFT (ωB97M-V/def2-TZVPD) results for a single C8H14 molecule at a distorted geometry.

Atoms and positions in Å:
C (0.869, 1.889, -1.952)
C (-0.080, 0.868, -2.627)
C (-1.361, 0.637, -1.792)
C (-0.120, -0.369, 0.060)
C (-1.187, 0.356, -0.385)
C (0.626, -1.720, 3.680)
C (0.654, -1.721, 2.076)
C (-0.081, -0.697, 1.446)
H (1.740, 2.236, -2.703)
H (1.488, 1.596, -1.127)
H (0.220, 2.751, -1.701)
H (-0.353, 1.161, -3.662)
H (0.534, -0.144, -2.674)
H (-1.812, -0.217, -2.241)
H (-1.817, 1.617, -2.002)
H (0.806, -0.528, -0.425)
H (-2.086, 0.280, 0.252)
H (-0.141, -2.294, 4.226)
H (0.477, -0.676, 3.850)
H (1.592, -2.066, 4.187)
H (0.950, -2.651, 1.510)
H (-0.917, -0.306, 2.006)

## Properties
Multiplicity: 1
Energy above the lowest of the compared OMol25 structures with the same formula, charge and spin: 3.095 eV
Strongest force on any atom: 4.48 eV/Å
LUMO level: 0.0241 hartree
SMILES: C/C=C/C=C/CCC

Population analysis type natural (NBO), resulting atomic charges in e: -0.619 -0.381 -0.461 -0.234 -0.153 -0.652 -0.178 -0.225 0.203 0.216 0.200 0.214 0.184 0.228 0.207 0.208 0.201 0.213 0.213 0.216 0.206 0.194



[4]
DFT (ωB97M-V/def2-TZVPD) results for a single C8H14 molecule at a distorted geometry.

Atoms and positions in Å:
C (-1.419, 0.777, -0.888)
C (-0.388, -0.222, -0.465)
C (-0.464, -1.479, -1.396)
C (-0.804, -0.959, 0.840)
C (-0.494, -0.642, 2.186)
C (0.984, 0.402, -0.631)
C (2.071, 0.403, 0.564)
C (1.208, 1.697, 0.211)
H (-2.187, -0.098, -1.139)
H (-2.070, 1.393, -0.018)
H (-1.203, 1.755, -1.676)
H (-0.042, -1.373, -2.472)
H (-1.572, -1.678, -1.406)
H (0.033, -2.326, -0.968)
H (-1.543, -1.868, 0.623)
H (0.143, 0.336, 2.289)
H (-0.920, -1.329, 3.041)
H (1.452, 0.458, -1.638)
H (1.886, -0.205, 1.621)
H (3.308, 0.430, 0.567)
H (1.702, 2.616, -0.120)
H (0.319, 1.911, 0.874)

## Properties
Multiplicity: 1
Energy above the lowest of the compared OMol25 structures with the same formula, charge and spin: 5.660 eV
Strongest force on any atom: 5.09 eV/Å
LUMO level: 0.0368 hartree
SMILES: C=CC(C)(C)C1CC1

Population analysis type natural (NBO), resulting atomic charges in e: -0.631 -0.189 -0.575 -0.164 -0.437 -0.208 -0.460 -0.447 0.219 0.227 0.250 0.213 0.195 0.218 0.208 0.221 0.231 0.234 0.230 0.235 0.224 0.207



[5]
DFT (ωB97M-V/def2-TZVPD) results for a single C8H14 molecule at a distorted geometry.

Atoms and positions in Å:
C (-0.764, -0.887, -1.820)
C (-1.541, -0.175, -0.695)
C (-0.773, -0.055, 0.611)
C (-1.500, -0.181, 1.741)
C (1.483, 0.959, 0.398)
C (0.721, -0.113, 0.691)
C (1.350, -1.506, 0.854)
C (0.929, 2.173, -0.286)
H (0.023, -0.198, -2.153)
H (-1.266, -0.994, -2.780)
H (-0.260, -1.755, -1.423)
H (-2.565, -0.562, -0.633)
H (-1.697, 0.841, -1.072)
H (-2.452, -0.696, 1.710)
H (-1.035, 0.067, 2.692)
H (2.491, 1.007, 0.800)
H (1.447, -1.733, 1.908)
H (0.670, -2.225, 0.396)
H (2.324, -1.566, 0.376)
H (0.944, 3.039, 0.409)
H (-0.093, 2.077, -0.617)
H (1.565, 2.485, -1.108)

## Properties
Multiplicity: 1
Energy above the lowest of the compared OMol25 structures with the same formula, charge and spin: 2.014 eV
Strongest force on any atom: 2.14 eV/Å
LUMO level: 0.0387 hartree
SMILES: C=C(CC)/C(C)=C\C

Population analysis type natural (NBO), resulting atomic charges in e: -0.616 -0.438 -0.004 -0.403 -0.170 -0.029 -0.629 -0.648 0.205 0.218 0.203 0.214 0.206 0.200 0.196 0.199 0.217 0.215 0.218 0.214 0.213 0.219



[6]
DFT (ωB97M-V/def2-TZVPD) results for a molecular structure, C8H14AuN6OSTe4 at a distorted geometry.

Atoms and positions in Å:
Au (2.316, -0.620, 1.574)
C (0.376, -3.296, -2.897)
C (-0.121, -3.137, -1.514)
N (-1.088, -3.779, -0.960)
N (-1.131, -3.316, 0.320)
C (-0.204, -2.394, 0.590)
S (0.021, -1.591, 2.051)
N (0.451, -2.261, -0.597)
N (1.546, -1.440, -0.786)
H (-0.326, -3.906, -3.459)
H (1.346, -3.798, -2.885)
H (0.492, -2.334, -3.394)
H (-1.783, -3.697, 0.984)
H (2.305, -1.975, -1.203)
H (1.313, -0.633, -1.354)
Te (4.735, 0.691, 2.033)
Te (6.014, -1.609, 2.265)
Te (3.666, -2.962, 2.184)
Te (3.597, -4.296, -0.086)
N (1.407, 1.300, 0.814)
C (0.483, 1.999, 0.886)
N (-0.550, 2.787, 0.964)
C (-0.693, 3.954, 0.082)
C (-1.873, 3.713, -0.852)
O (-3.043, 3.426, -0.113)
C (-2.907, 2.251, 0.660)
C (-1.775, 2.390, 1.671)
H (0.227, 4.107, -0.477)
H (-0.888, 4.830, 0.702)
H (-1.641, 2.879, -1.530)
H (-2.077, 4.604, -1.444)
H (-2.715, 1.389, 0.005)
H (-3.853, 2.099, 1.175)
H (-1.608, 1.451, 2.196)
H (-2.020, 3.172, 2.393)

## Properties
Multiplicity: 1
Strongest force on any atom: 1.53 eV/Å
LUMO level (spin up / spin down): -0.2029 / -0.1949 hartree
Total charge: +1

Population analysis type natural (NBO), resulting atomic charges in e: 0.688 -0.671 0.373 -0.228 -0.353 0.241 -0.225 -0.233 -0.658 0.270 0.249 0.237 0.441 0.403 0.390 -0.108 0.038 0.341 -0.280 -0.575 0.587 -0.461 -0.233 -0.081 -0.506 -0.081 -0.235 0.229 0.220 0.165 0.219 0.165 0.218 0.232 0.220